No. 1
DFT (ωB97M-V with the def2-TZVPD basis set) results for a cluster of 2 separate species, C3H4BrN in total.

Geometry as XYZ:
```
9
Properties=species:S:1:pos:R:3:forces:R:3:lowdin_charge:R:1
Br -2.116803 1.499894 -0.976629 -0.1781 0.5546 -0.3727 0.666
N 0.978796 -1.886146 -1.117321 -0.3713 -1.4335 -0.6886 0.153
C 1.366718 0.111608 0.310843 -1.0556 2.3701 0.5731 0.024
C -1.304201 0.270711 0.093699 0.3916 -0.3965 2.8281 -0.625
C 1.066069 -1.034539 -0.353856 0.7228 -0.5306 -0.1824 -0.404
H 1.155883 0.346606 1.355144 0.3630 -0.4897 -0.3729 0.065
H -1.217120 0.515697 1.223443 -0.3579 -0.3284 -2.2467 0.040
H -1.498147 -0.771243 -0.170964 0.2794 0.4080 0.0231 -0.001
H 1.568806 0.947411 -0.364358 0.2060 -0.1540 0.4390 0.082
```
Forces are in eV/Å.

Properties
- Calculated total energy: -74704.181 eV
- Lowest unoccupied orbital energy (spin up / spin down): -0.046 / -0.018 hartree
- Gap between HOMO and LUMO (spin up / spin down): 7.492 / 8.923 eV
- Relative energy (zero: lowest compared OMol25 entry of this formula, charge and spin): 84.1 kcal per mole


No. 2
DFT (ωB97M-V with the def2-TZVPD basis set) results for the ion C5H14N2O with charge +1.

Geometry as XYZ:
```
22
Properties=species:S:1:pos:R:3:forces:R:3:lowdin_spin:R:1
O 2.345798 0.597234 2.148931 -0.1620 0.2227 0.4393 0.031
N 0.239276 1.757726 0.092798 -1.0291 -2.1582 -2.7314 0.596
N -1.338220 -0.784022 -2.455074 -4.4168 -4.1281 -1.1280 0.002
C -2.168513 -1.264940 -1.174582 -0.5347 3.3171 -4.4369 0.011
C 0.534773 0.516099 0.764731 -0.1629 -0.6139 0.0404 0.117
C 2.065615 0.159024 0.851910 1.8298 -0.5917 1.0965 0.092
C -0.111419 -0.776122 0.149664 -2.1889 3.7966 -1.2238 0.075
C -1.605265 -0.362515 -0.166300 -1.1469 -1.4683 3.6613 0.021
H 0.243063 0.683855 1.797148 -0.0056 -0.1861 0.0544 0.004
H -2.194617 -0.564482 0.791378 0.7104 0.7668 -0.8556 0.000
H 2.617368 0.634788 0.081807 0.3808 1.2406 -0.7643 0.001
H -3.308458 -1.286430 -1.376963 1.9145 0.4614 0.5552 0.004
H -0.098348 1.749569 -0.944375 1.5295 -0.1622 1.9989 0.008
H -0.880549 0.020380 -2.225515 0.9356 2.7929 0.0045 0.000
H 0.347088 -1.010808 -0.750178 1.0604 0.0970 -2.1804 0.001
H 0.066502 -1.676553 0.639295 -0.1195 -1.0743 2.0380 0.003
H -2.006414 -0.733475 -3.291519 1.7727 0.3738 1.6476 0.000
H 2.498755 -0.887111 0.741946 -1.9719 0.4856 0.0803 0.004
H -1.751577 0.696537 -0.450321 0.1816 -0.5509 0.2222 0.005
H -0.300039 2.473791 0.540984 0.1821 0.5587 0.9746 0.017
H 3.238548 0.890789 2.318358 0.5476 0.0794 -0.2860 0.004
H -1.836251 -2.213923 -1.080105 0.6931 -3.2589 0.7931 0.004
```
Forces are in eV/Å.

Properties
- Calculated total energy: -10428.387 eV
- 2S+1: 2
- Expectation value of S²: 0.76
- Lowest unoccupied orbital energy (spin up / spin down): -0.121 / -0.313 hartree
- Gap between HOMO and LUMO (spin up / spin down): 9.492 / 4.230 eV
- Net charge: +1
- Relative energy (zero: lowest compared OMol25 entry of this formula, charge and spin): 87.5 kcal per mole


No. 3
DFT (ωB97M-V with the def2-TZVPD basis set) results for the molecule C2H2N6.

Geometry as XYZ:
```
10
Properties=species:S:1:pos:R:3:forces:R:3:lowdin_charge:R:1
N -0.274511 -1.486672 0.449230 2.1244 0.1608 3.2051 -0.013
N 1.935936 0.072750 -0.807712 0.5127 -1.2204 3.6972 0.125
N 0.127259 1.356514 0.422549 -2.7331 -3.1898 -2.8835 0.137
N -0.954767 -1.251256 -0.523312 -5.7312 1.2651 -3.6243 -0.002
N -1.800938 -0.141660 -0.457236 4.2318 0.2380 -0.0797 0.059
N 0.555905 -0.778198 1.010985 1.4198 -0.8227 1.3834 0.133
C 0.990727 0.212786 0.074808 1.2276 2.2129 -1.2290 -0.534
C -1.197857 1.026573 0.101959 0.3392 -0.7066 0.4339 -0.162
H 2.696519 -0.744234 -0.446006 -3.1235 2.2472 -1.4066 0.143
H -2.078276 1.733400 0.174733 1.7323 -0.1846 0.5035 0.113
```
Forces are in eV/Å.

Properties
- Calculated total energy: -11039.748 eV
- Lowest unoccupied orbital energy: -0.081 hartree
- Structure (SMILES): [H]/N=c1/ncnnnn1
- Gap between HOMO and LUMO: 8.269 eV
- Relative energy (zero: lowest compared OMol25 entry of this formula, charge and spin): 95.9 kcal per mole